Density functional theory data (ωB97M-V/def2-TZVPD) for C46H46N12O2PbS3Se as an isolated structure.

Last column: Löwdin charge in e.
Positions of all 111 atoms, in Å:
C 0.2392 4.8658 -0.6661  -0.225
H 1.5043 1.8705 5.2547  0.120
H -3.2516 3.9196 5.0270  0.119
H -5.9611 -4.9550 3.0967  0.118
H 0.4293 4.6672 2.9487  0.118
C -4.8939 0.1702 -1.4633  -0.089
N 0.3353 -1.0341 2.9049  -0.075
N 1.3120 -3.6630 -3.1974  0.136
N 2.9011 0.1133 2.7565  0.030
N -0.2551 -3.3442 1.6970  0.055
H -2.8642 -0.4415 0.6596  0.107
H -5.9008 -0.0912 -1.1351  0.082
C 1.1116 3.6096 -0.6540  -0.187
H -5.0365 2.2356 -0.9024  0.114
H -4.3395 -5.8641 1.4764  0.123
C -3.1210 0.3838 1.3113  -0.102
H 7.6842 0.3123 -2.5454  0.117
C -2.4907 -3.2878 2.7190  -0.090
Se 0.1837 0.2128 -0.4123  1.195
C 3.4787 2.2270 4.4661  -0.032
C 1.9960 0.5293 3.6612  -0.271
C 5.8244 1.2228 -3.1179  -0.074
S 4.9165 -3.0218 1.6502  0.467
Pb 2.3364 -2.1203 1.2567  1.243
C 2.2532 1.5786 4.5301  -0.014
C 4.4471 1.2902 -2.8961  -0.078
H -3.1199 -1.9702 4.2788  0.111
C -1.1992 0.3387 -3.6344  -0.076
N -0.9183 -1.5740 3.1319  0.066
H -1.4742 2.0421 -4.8842  0.118
H 1.8787 2.0319 0.6374  0.096
O -1.6863 -2.9848 -2.0367  -0.233
H -1.8072 5.5117 -0.9695  0.083
C 2.2130 -4.5642 -3.5810  -0.081
C -0.6607 -4.3800 1.0291  -0.153
N 2.4385 -3.4683 -1.1246  0.029
C -4.9905 -4.4908 2.9888  -0.046
H -4.9394 0.3674 -2.5339  0.078
H -1.1938 5.2301 4.7256  0.119
H 2.1424 3.8696 -0.9022  0.125
C 4.0773 0.7316 2.7130  -0.113
H -1.6751 4.2114 0.1963  0.057
H -3.3868 1.6825 -1.0297  0.090
H -3.7835 2.0170 3.5487  0.124
C -0.4890 -1.0345 -5.9474  -0.003
C 0.6910 -0.1667 3.7630  -0.090
H 3.8426 1.9352 -3.5194  0.105
C -1.3881 4.3956 4.0666  -0.044
H -4.2634 -0.7063 -1.3146  0.064
H -3.2828 -0.0248 2.3053  0.116
C 6.0134 -0.3882 -1.3775  -0.463
H 5.3844 2.2571 3.4636  0.119
C 5.1749 -1.8688 0.3953  -1.198
H -4.4214 2.0921 1.3547  0.105
C -1.1834 1.0000 -4.8402  -0.011
H 3.7043 3.0437 5.1387  0.121
C 4.4107 1.7953 3.5415  -0.025
N 0.6546 -2.1086 -1.5542  -0.204
H -5.2335 0.5626 1.1065  0.127
H -0.2394 -2.7470 -4.7001  0.100
C 3.2918 -4.9249 -2.7920  -0.019
C -1.2652 4.5957 -0.7390  -0.083
O -1.2511 -0.7774 -1.0080  -0.613
N -1.9540 1.2786 1.4455  0.050
H 0.7655 2.9260 -1.4366  0.089
H 0.4712 5.4874 0.2040  0.112
N -1.8830 -4.9092 1.0838  0.141
H -1.5190 0.8632 -2.7494  0.084
C -0.4991 -1.6986 -4.7468  -0.052
H 1.5936 3.5556 1.4424  0.128
C -0.8178 1.3865 0.7424  -0.388
H -1.1084 1.9316 -7.2822  0.110
S -0.7787 -1.8847 -2.0774  0.681
C -2.8734 2.5843 3.4141  0.015
C -0.8200 0.3301 -6.0214  -0.298
H 4.0292 -5.6396 -3.1233  0.115
H 2.0623 -5.0017 -4.5607  0.124
H 2.7753 0.5563 -1.7588  0.068
C -1.9516 2.2805 2.4182  -0.148
H 0.0432 0.0840 4.6043  0.131
N -0.7889 0.9830 -7.2073  0.143
C -0.8548 -1.0135 -3.5792  -0.305
H -2.1213 -5.6857 0.4848  0.169
C -4.6493 -3.3938 3.7862  -0.054
H -5.3542 -3.0229 4.5171  0.113
C -0.7831 3.0042 2.2641  -0.166
C -4.3878 1.3847 -0.6904  -0.243
C 1.4822 -3.1311 -1.9926  -0.466
H -0.6017 0.4888 -8.0608  0.112
N -0.1016 2.4231 1.2005  -0.010
C -2.8398 -4.3990 1.9581  -0.170
H 0.0353 -4.8679 0.3547  0.139
C -4.3542 1.1428 0.8184  -0.167
C 6.6204 0.3806 -2.3636  -0.072
S 6.7338 -1.5539 -0.3074  1.068
N 4.1987 -1.1492 -0.1127  -0.150
C -1.1636 -2.6870 2.5197  -0.288
C -4.0903 -5.0007 2.0803  0.001
C -2.5665 3.6493 4.2359  -0.039
H 4.1353 -4.5895 -0.8305  0.101
H -0.2332 -1.5682 -6.8536  0.123
H 4.7898 0.3548 1.9885  0.103
H -1.4879 3.8744 -1.5306  0.071
C 4.6386 -0.3096 -1.1298  -0.318
C 3.8477 0.5327 -1.9077  -0.031
C 3.3540 -4.3435 -1.5419  -0.100
C -0.4755 4.0903 3.0774  0.010
H 6.2731 1.8249 -3.8956  0.111
C -3.4126 -2.8031 3.6545  -0.022
C 1.1940 2.8850 0.6836  -0.143
H 0.5246 5.4521 -1.5404  0.114

Computed properties:
charge: +2
energy above the lowest of the compared OMol25 structures with the same formula, charge and spin: 99.8 kJ/mol
frontier orbital gap: 6.722 eV

=====

Density functional theory data (ωB97M-V/def2-TZVPD) for C42H39Br2MnN2O2PSe as an isolated structure at a distorted geometry.

Last column: Löwdin spin population.
Positions of all 90 atoms, in Å:
C 2.2182 -6.4567 17.3524  0.000
H 0.1391 -13.7015 14.7828  0.000
H 0.7197 -17.7297 13.0698  0.001
H 4.0496 -7.4250 16.8917  0.000
H 6.2939 -12.3473 17.9215  0.001
H 3.6739 -10.0826 10.1448  0.000
H 8.4206 -12.3437 13.6305  0.000
C 2.1928 -11.4126 16.2337  0.003
H -0.1982 -14.5183 20.8368  0.000
H 6.8228 -14.7584 17.6065  0.005
O 6.6815 -11.3580 13.7149  0.000
Br 5.8540 -18.4144 14.5617  0.004
H 0.2141 -5.7537 17.8189  0.000
H 0.5565 -16.0390 19.1777  0.000
H 7.6633 -14.1504 14.9102  0.000
H 2.2418 -16.4577 19.6296  0.000
P 3.4343 -10.1161 15.9240  0.000
C 0.9681 -8.6909 16.3235  0.000
C 0.5453 -13.0607 15.5237  0.001
Br 4.9364 -14.5811 11.3589  0.001
H 1.9673 -8.7062 13.8685  0.000
C 1.6809 -11.5394 17.5212  0.001
C 5.4680 -13.4121 13.8706  0.004
H 2.0231 -12.2325 14.2166  0.000
H 2.1181 -11.0646 21.9286  0.000
H 7.8246 -11.8437 18.4577  0.000
C 1.7659 -14.4334 20.0211  0.001
C 3.6385 -16.8089 14.1978  0.014
C 7.8770 -14.4913 17.4074  0.005
C 5.8283 -15.8353 13.6701  0.004
H 8.9572 -12.8233 16.5470  0.000
O 5.3334 -12.0829 15.4114  0.004
H 2.1567 -10.9926 18.3353  0.000
C 2.6987 -17.2684 13.3390  -0.001
C 3.4223 -10.2581 14.0309  0.000
H 7.1217 -11.0545 17.0230  0.000
Se 4.4950 -14.5421 19.2832  0.041
C 3.2640 -16.2268 15.4119  0.022
C 3.5224 -10.1922 11.2294  0.000
C 1.5981 -12.1970 15.2286  0.003
C 2.9712 -7.4818 16.8005  0.000
C 0.8232 -6.5564 17.3971  0.000
H 0.2271 -12.3781 18.8064  0.000
C 0.2157 -7.6849 16.8640  0.000
H 4.7448 -11.6409 19.5986  0.001
H -1.1752 -12.5680 22.0481  0.000
C 1.6010 -15.6911 19.2061  0.007
C 2.0617 -12.0476 21.4825  0.001
H 4.2548 -10.6711 21.0367  0.000
H -0.1410 -11.2663 22.7421  0.000
H 1.9950 -15.5444 18.1940  0.006
H 6.9040 -15.9908 13.5642  0.000
H 2.9703 -17.6391 12.3692  0.000
H 1.9565 -8.6693 11.4066  0.000
H -0.8750 -13.7573 17.0528  0.000
C 7.8994 -13.0947 16.6891  0.000
H 8.3368 -15.3254 16.8078  0.000
C 0.5932 -12.3443 17.7945  0.000
C 4.3804 -11.0049 11.9494  0.000
C 7.2595 -12.0127 17.5500  0.000
C 5.4085 -11.9021 13.9775  0.001
H 8.3551 -14.4131 18.3736  0.000
C 2.3844 -8.6613 16.2997  0.000
C 2.5995 -9.3810 11.9003  0.000
C 1.4013 -17.2578 13.7190  0.011
C 4.3374 -11.0498 13.3418  0.000
Mn 4.0875 -14.9113 16.7959  4.760
C 4.4062 -11.6799 20.6389  0.002
N 1.9605 -16.1698 15.7181  0.037
C 0.8696 -12.7778 21.5114  -0.001
H -0.8787 -7.7892 16.9536  0.000
H 2.7074 -5.6280 17.8278  0.000
C 0.7143 -13.9412 20.8019  0.001
H 5.1833 -12.0966 21.2391  0.000
C 0.0020 -13.1128 16.7850  0.000
H 5.1572 -11.5956 11.4660  0.000
N 5.8571 -13.4141 15.3021  0.032
C 3.1297 -12.5115 20.7269  0.001
C 5.0816 -16.8755 13.9630  0.008
C 2.9484 -13.7111 20.0088  0.010
H 8.3689 -11.3686 14.9694  0.000
C 1.0320 -16.6734 14.9080  0.001
C 7.3485 -13.2233 15.2903  0.002
C -0.2066 -12.3091 22.4642  0.000
H -0.1348 -12.9042 23.3730  0.000
C 7.7355 -12.0327 14.3833  0.001
C 2.5953 -9.3863 13.2893  0.000
H 0.4601 -9.5663 15.9596  0.000
H 0.0033 -16.6369 15.3091  0.000
C 5.3253 -14.5419 13.1813  0.003

Computed properties:
⟨S²⟩: 8.762
energy above the lowest of the compared OMol25 structures with the same formula, charge and spin: 538.2 kJ/mol
spin multiplicity: 6
frontier orbital gap (alpha / beta): 7.657 / 7.433 eV

=====

Density functional theory data (ωB97M-V/def2-TZVPD) for a 2-piece molecular cluster, C5H14 overall at a distorted geometry.

Last column: Löwdin charge in e.
Positions of all 19 atoms, in Å:
H -1.1461 -0.9858 -0.5121  0.042
C -0.8961 -0.8191 -1.5534  -0.168
H -1.6777 -0.1662 -1.9553  0.067
H -1.3355 -2.9036 -1.8794  0.058
C -0.2161 0.3791 2.1677  -0.125
H 0.0593 -0.2953 -1.5145  0.054
H -0.1425 -0.6607 2.4937  0.065
C 1.1408 0.8031 1.5839  -0.300
H 1.5717 -0.0625 1.0992  0.087
C -0.7723 -2.1139 -2.3668  -0.160
H 0.0843 2.0549 0.0736  0.063
H -0.9899 0.3710 1.3953  0.050
H -1.1978 -1.9864 -3.3609  0.059
H 1.7707 1.1370 2.3968  0.090
H 1.2084 2.9046 1.0595  0.059
H 0.2705 -2.3971 -2.4602  0.058
H 1.7784 1.8438 -0.2524  0.062
C 1.0635 1.9535 0.5613  -0.126
H -0.5736 0.9438 3.0240  0.065

Computed properties:
SMILES string: CCC.CC
energy above the lowest of the compared OMol25 structures with the same formula, charge and spin: 27.9 kJ/mol
frontier orbital gap: 12.625 eV

=====

Density functional theory data (ωB97M-V/def2-TZVPD) for C35H34AlClNOSi2 as an isolated structure at a distorted geometry.

Last column: Löwdin charge in e.
Positions of all 75 atoms, in Å:
C 2.7059 -1.9104 -1.1311  -0.067
C 3.3528 -0.9558 -1.9315  -0.062
C -3.1030 -2.2925 0.7005  -0.097
C -2.8945 0.7196 -3.7691  -0.094
C 4.3789 -0.9383 0.1483  -0.146
H 3.9629 0.9125 3.8816  0.150
H -5.3270 -1.6788 3.2232  0.107
H -0.8266 -3.1331 -2.1044  0.141
H 0.6570 -1.2809 1.1857  0.062
H -5.0047 0.6424 2.3539  0.107
C 0.0206 -0.9278 2.0091  -0.176
C -5.0605 -0.9818 -4.1896  -0.081
H -0.3846 -1.9432 -0.0290  0.095
Si -1.9608 -0.6438 -1.4093  0.719
C 3.2126 1.2209 3.1394  -0.040
C 5.1911 4.0980 1.6553  0.001
C 3.2627 -1.8677 0.1923  -0.120
Al 2.7732 0.2068 0.3813  0.331
H -2.5237 -3.1153 0.2822  0.103
C 4.3285 -0.2824 -1.1483  -0.114
C -0.2859 -1.4466 -3.3835  -0.125
C -0.3233 0.1523 -0.9471  -0.429
C -0.2462 -1.8506 3.0174  -0.083
H -1.6955 1.7466 3.1457  0.108
C 4.1153 2.7897 -0.0658  -0.042
C -3.0350 -1.0161 0.1275  -0.241
H -5.2578 -0.0262 -6.1454  0.113
C -0.3321 -1.3422 -0.9386  -0.274
H 3.7713 2.6339 -1.0978  0.141
C -1.5756 -0.1908 4.1159  -0.070
Cl -0.4232 3.3556 -0.6567  0.244
H 2.0128 -2.6741 -1.4883  0.126
H 0.1780 -2.8427 2.9751  0.107
H -4.6056 -1.7580 -2.2136  0.102
Si -0.1458 1.6341 0.6213  0.304
C -0.5765 0.3313 1.9800  -0.313
H 5.8260 4.9287 1.9608  0.129
H 0.2919 2.5860 1.6782  -0.033
H -3.5451 1.0704 0.3946  0.108
H -2.1030 1.4517 -3.5826  0.103
C -4.3001 -1.0820 -3.0158  -0.081
C -1.3216 0.7248 3.0859  -0.107
C -4.5071 -0.1937 1.8600  -0.086
H 3.1014 -2.6029 0.9779  0.132
C -3.6400 0.8195 -4.9467  -0.079
H 2.3297 1.6470 3.6489  0.158
C -0.6154 -2.0580 -2.1612  -0.167
H 5.0562 0.4503 -1.4935  0.123
O 2.8132 0.0368 2.3497  -0.042
H 2.3232 -0.6304 2.8800  0.148
H -2.1828 0.1149 4.9647  0.109
H 4.6770 3.4310 3.6790  0.135
H 5.1897 -0.8831 0.8712  0.143
C -4.7007 -0.0647 -5.1889  -0.080
C 3.8409 2.1832 2.1843  -0.194
H 0.4970 0.3300 -4.2792  0.118
H -1.3323 -2.2242 4.8458  0.114
C 0.1284 -0.1274 -3.3625  -0.150
C 4.5900 3.2765 2.6060  0.019
H -4.0005 -3.5436 2.2152  0.105
H 5.3660 4.4652 -0.4844  0.125
H 3.2099 -0.8022 -2.9975  0.126
C 4.9411 3.8402 0.2992  -0.013
C -1.0846 -1.4935 4.0679  -0.077
H 0.6208 1.6068 -2.2599  0.053
C -3.1342 -0.3059 -2.8391  -0.218
N 3.6992 1.8824 0.8689  0.066
C -3.6892 0.0491 0.7532  -0.104
C -3.9313 -2.5366 1.7998  -0.084
C -4.6649 -1.4885 2.3724  -0.081
H 1.3769 1.2371 0.2932  -0.018
H -5.9385 -1.6272 -4.3275  0.108
C 0.1558 0.6292 -2.2061  -0.225
H -0.2992 -2.0319 -4.3065  0.118
H -3.3796 1.5905 -5.6914  0.111

Computed properties:
charge: +1
energy above the lowest of the compared OMol25 structures with the same formula, charge and spin: 665.9 kJ/mol
frontier orbital gap (alpha / beta): 4.373 / 4.377 eV